This record from OMol25 describes 2 unconnected molecules or ions with the total composition H5OS2. The level of theory is wB97M-V/def2-TZVPD.

Last column: Löwdin charge in e.
Element x y z (Å)
O: 0.94 1.08 -0.95  -0.0964
H: 0.69 1.09 -1.85  0.0330
H: 1.23 1.97 -0.66  0.0789
H: 0.91 -0.82 0.36  -0.0366
S: -1.72 -0.35 0.15  0.5012
S: -0.12 -1.18 1.22  0.6968
H: -1.99 -1.53 -0.45  -0.1353
H: 0.05 -0.26 2.18  -0.0415

The net charge is +1. As for the LUMO energy: -5.42 eV. The HOMO-LUMO gap is 9.9 eV. The HOMO energy is -15.34 eV. The strongest force on any atom is 2.05 eV/A. As for the energy above the lowest of the compared OMol25 structures with the same formula, charge and spin: 3.62 kJ/mol.

This record from OMol25 describes 3 unconnected molecules or ions with the total composition H5OS2. The level of theory is wB97M-V/def2-TZVPD.

Last column: Löwdin charge in e.
Element x y z (Å)
O: -0.76 -0.93 -2.58  -0.0210
H: -0.64 -1.32 -1.73  -0.0330
H: -1.40 -0.20 -2.52  0.0339
H: 2.88 0.51 2.19  -0.1182
S: -0.97 0.12 0.38  0.8022
S: 1.56 0.76 2.17  0.7594
H: -1.89 0.75 1.15  -0.1473
H: 1.21 0.32 0.94  -0.2760

The net charge is +1. As for the LUMO energy: -10.80 eV. The HOMO-LUMO gap is 4.8 eV. The HOMO energy is -15.61 eV. The strongest force on any atom is 1.35 eV/A. As for the energy above the lowest of the compared OMol25 structures with the same formula, charge and spin: 450.33 kJ/mol.

This record from OMol25 describes 2 unconnected molecules or ions with the total composition H5PSi. The level of theory is wB97M-V/def2-TZVPD.

Last column: Löwdin charge in e.
Element x y z (Å)
Si: 0.54 0.56 -0.04  0.1667
P: -0.82 -0.73 1.19  0.4173
H: 1.90 0.61 0.53  -0.1350
H: 0.67 0.08 -1.42  -0.1360
H: -0.05 1.89 0.03  -0.1301
H: -0.30 -1.94 0.71  -0.2485
H: -1.94 -0.47 -1.01  0.0656

The net charge is 0. As for the LUMO energy (alpha / beta): -1.44 / -1.09 eV. The HOMO-LUMO gap (alpha / beta) is 8.7 / 8.2 eV. The HOMO energy (alpha / beta) is -10.10 / -9.30 eV. The strongest force on any atom is 1.93 eV/A. As for the energy above the lowest of the compared OMol25 structures with the same formula, charge and spin: 288.66 kJ/mol.

This record from OMol25 describes 2 unconnected molecules or ions with the total composition H5PSi. The level of theory is wB97M-V/def2-TZVPD.

Last column: Löwdin charge in e.
Element x y z (Å)
Si: 0.97 -0.69 0.66  0.5791
P: -1.39 0.66 -1.51  0.4710
H: 1.05 -2.05 0.14  -0.1847
H: 2.27 0.08 0.39  -0.1408
H: -0.11 -0.47 1.71  -0.1412
H: -0.86 1.92 -1.17  -0.2784
H: -1.93 0.55 -0.23  -0.3050

The net charge is 0. As for the LUMO energy (alpha / beta): -1.06 / -0.83 eV. The HOMO-LUMO gap (alpha / beta) is 6.6 / 7.5 eV. The HOMO energy (alpha / beta) is -7.67 / -8.29 eV. The strongest force on any atom is 2.08 eV/A. As for the energy above the lowest of the compared OMol25 structures with the same formula, charge and spin: 268.23 kJ/mol.

This record from OMol25 describes 30 unconnected molecules or ions with the total composition H60O30. The level of theory is wB97M-V/def2-TZVPD.

Last column: Löwdin charge in e.
Element x y z (Å)
O: -1.93 0.71 -0.76  -0.0454
O: -1.56 -1.46 0.99  -0.0606
O: 1.80 1.40 1.40  -0.0268
O: 0.50 -1.18 2.69  -0.0771
O: 2.60 -1.36 0.81  -0.0775
O: -0.82 -0.69 -3.02  -0.0468
O: 2.86 0.92 -1.14  -0.0430
O: 0.13 2.70 -1.95  -0.0430
O: -0.24 -3.28 -0.87  -0.0231
O: -0.31 1.58 3.47  -0.0765
O: 1.88 -0.15 -3.46  -0.0354
O: -1.97 3.73 0.03  -0.0857
O: 2.35 -3.47 -1.02  -0.0766
O: -2.58 -0.25 3.76  -0.0663
O: -0.70 3.91 2.43  -0.0418
O: 3.23 -0.39 3.34  -0.0263
O: 0.94 4.72 0.00  -0.0266
O: -4.58 0.44 -1.77  -0.0312
O: -4.57 0.67 2.11  -0.0867
O: -1.88 -3.05 3.79  -0.0252
O: 4.93 1.14 1.60  -0.0702
O: 3.84 3.72 0.21  -0.0637
O: -0.56 2.78 -4.73  -0.0876
O: 1.32 -3.64 -4.07  -0.0383
O: 1.57 1.01 5.32  -0.0541
O: -4.10 -1.58 -3.58  -0.0381
O: -4.37 3.40 1.39  -0.0593
O: 1.30 -3.11 4.69  -0.0263
O: -3.90 -3.90 -2.08  -0.0755
O: 5.29 -2.12 1.65  -0.0546
H: -1.79 0.19 0.02  0.0124
H: -1.52 0.27 -1.52  0.0267
H: -2.39 -1.94 1.22  0.0909
H: -1.00 -1.31 1.75  -0.0100
H: 1.15 1.62 2.10  0.0267
H: 1.39 1.17 0.58  0.0158
H: 0.98 -1.75 3.34  0.0481
H: 0.52 -0.24 2.97  0.0420
H: 2.67 -0.60 0.28  -0.0244
H: 1.80 -1.18 1.45  0.0610
H: -1.47 -0.85 -3.73  0.0749
H: -0.82 -1.59 -2.59  0.0775
H: 2.53 0.36 -1.87  0.0180
H: 3.74 1.21 -1.32  0.0457
H: -0.39 2.09 -1.44  -0.0004
H: 1.06 2.40 -1.82  0.0772
H: -0.66 -2.82 -0.11  0.0394
H: -0.67 -4.08 -1.05  0.0422
H: -1.18 1.09 3.48  0.0680
H: 0.06 1.61 4.37  0.0542
H: 0.95 -0.41 -3.52  0.0136
H: 2.13 0.38 -4.21  0.0569
H: -1.50 3.84 0.92  0.0202
H: -1.85 2.79 -0.23  0.0202
H: 2.55 -2.93 -0.28  -0.0311
H: 1.41 -3.36 -1.18  -0.0402
H: -3.43 -0.07 3.33  0.0026
H: -2.50 -1.22 3.76  -0.0025
H: -0.75 3.06 2.86  -0.0162
H: -1.29 4.41 3.03  0.0914
H: 4.00 -0.41 3.88  0.0496
H: 3.38 0.13 2.58  -0.0232
H: 0.67 4.39 0.80  -0.0476
H: 0.42 4.27 -0.70  0.0201
H: -3.73 0.63 -1.40  -0.0039
H: -5.14 1.13 -1.43  0.0553
H: -4.34 1.58 1.68  0.0575
H: -5.03 0.12 1.49  0.0359
H: -0.99 -3.19 3.50  0.0139
H: -2.45 -3.66 3.30  0.0685
H: 5.43 1.24 2.42  0.0514
H: 5.62 1.25 0.84  0.1194
H: 3.04 4.27 0.27  0.0137
H: 3.62 2.85 0.49  -0.0518
H: -0.46 2.65 -3.78  -0.0250
H: -1.27 3.41 -4.98  0.0492
H: 1.66 -4.52 -4.16  0.0271
H: 1.64 -3.37 -3.22  -0.0176
H: 2.02 0.86 6.12  0.0309
H: 2.10 0.37 4.74  0.0405
H: -4.36 -0.88 -2.98  -0.0094
H: -4.57 -1.37 -4.38  0.0603
H: -4.47 4.19 1.92  0.0503
H: -3.62 3.51 0.78  0.0027
H: 1.94 -2.71 5.32  0.0779
H: 1.86 -3.54 4.06  0.0490
H: -4.28 -3.57 -1.26  0.0159
H: -3.98 -3.18 -2.74  -0.0169
H: 4.66 -1.50 1.29  -0.0343
H: 6.13 -1.66 1.51  0.0297

The net charge is 0. As for the LUMO energy: -0.45 eV. The HOMO-LUMO gap is 9.5 eV. The HOMO energy is -9.98 eV. The strongest force on any atom is 3.44 eV/A. As for the energy above the lowest of the compared OMol25 structures with the same formula, charge and spin: 200.55 kJ/mol.

This record from OMol25 describes 31 unconnected molecules or ions with the total composition H62O31. The level of theory is wB97M-V/def2-TZVPD.

Last column: Löwdin charge in e.
Element x y z (Å)
O: 4.25 3.17 0.67  -0.0408
H: 3.38 3.08 0.30  -0.0266
H: 4.33 4.11 0.87  0.0515
O: -1.30 -0.27 5.76  -0.0334
H: -1.44 -0.78 6.56  0.0511
H: -2.17 -0.21 5.36  0.0552
O: 3.87 -0.09 3.61  -0.0202
H: 4.27 -0.97 3.63  0.0750
H: 4.15 0.31 4.44  0.0673
O: -2.06 -1.72 -4.61  -0.0432
H: -1.32 -2.20 -4.25  0.0085
H: -2.80 -2.32 -4.52  0.0417
O: 3.20 -0.12 -4.46  -0.0411
H: 3.57 0.56 -5.02  0.0506
H: 3.22 0.27 -3.58  -0.0239
O: -2.87 3.30 -1.74  -0.0347
H: -3.07 2.90 -2.58  0.0624
H: -3.72 3.43 -1.32  0.0622
O: 1.84 2.65 4.02  -0.0391
H: 2.47 3.32 4.30  0.0416
H: 1.00 3.09 4.04  -0.0008
O: 1.52 -0.68 5.47  -0.0537
H: 0.57 -0.56 5.54  -0.0081
H: 1.86 0.18 5.25  0.0030
O: -5.07 1.28 2.70  -0.0554
H: -4.51 1.11 1.95  -0.0176
H: -4.95 2.21 2.88  -0.0252
O: 0.13 0.90 -4.13  -0.0301
H: -0.38 0.34 -4.71  0.0411
H: 0.98 0.45 -4.04  0.0127
O: -6.07 -0.77 0.05  -0.0459
H: -6.23 0.12 -0.26  0.0261
H: -5.16 -0.76 0.36  -0.0419
O: -3.53 -0.86 0.89  -0.0514
H: -2.65 -0.67 1.22  0.0526
H: -3.46 -0.80 -0.06  0.0117
O: 0.90 0.00 2.88  -0.0408
H: 0.87 0.95 2.76  0.0284
H: 1.59 -0.14 3.54  -0.0086
O: 4.45 -1.69 -0.67  -0.0373
H: 5.40 -1.56 -0.71  0.0818
H: 4.13 -0.95 -0.16  0.0131
O: 3.22 1.49 -2.27  -0.0279
H: 2.72 2.10 -1.73  0.0005
H: 4.09 1.89 -2.33  0.0751
O: 0.92 -2.83 -4.38  -0.0561
H: 0.79 -3.29 -3.55  -0.0153
H: 1.78 -2.42 -4.30  -0.0060
O: 3.18 -4.02 -0.26  -0.0419
H: 3.82 -4.42 0.33  0.0543
H: 3.61 -3.23 -0.58  -0.0286
O: -1.05 3.01 3.87  -0.0264
H: -1.49 3.69 4.37  0.0463
H: -1.43 3.05 3.00  0.0079
O: -0.15 3.30 -2.58  -0.0356
H: -0.90 3.24 -1.98  0.0083
H: -0.28 2.57 -3.19  0.0078
O: 3.43 0.40 0.95  -0.0337
H: 3.30 0.21 1.88  0.0149
H: 3.56 1.35 0.92  0.0232
O: -1.19 -5.12 -2.26  -0.0406
H: -0.38 -4.66 -2.04  -0.0043
H: -0.90 -5.84 -2.83  0.0504
O: -3.30 -3.54 -1.15  -0.0354
H: -3.08 -2.66 -1.44  -0.0063
H: -2.51 -4.06 -1.31  0.0064
O: 3.68 -2.85 -3.13  -0.0402
H: 3.70 -2.47 -2.25  -0.0250
H: 4.23 -2.26 -3.65  0.0296
O: -3.06 -0.72 -1.94  -0.0324
H: -3.78 -1.09 -2.45  0.0595
H: -2.53 -0.24 -2.58  0.0419
O: 1.84 3.22 -0.64  -0.0457
H: 1.13 3.09 -1.27  0.0105
H: 1.83 4.16 -0.46  0.0781
O: -4.79 -3.21 1.20  -0.0768
H: -4.59 -3.46 0.30  -0.0149
H: -4.28 -2.41 1.35  -0.0285
O: -0.62 0.12 0.67  -0.0408
H: -0.36 0.00 1.58  0.0110
H: 0.07 -0.31 0.16  0.0078
O: -4.18 3.90 2.79  -0.0337
H: -3.47 3.73 2.18  0.0048
H: -3.91 4.70 3.25  0.0513
O: -2.41 2.23 1.02  -0.0350
H: -2.41 2.82 0.27  0.0110
H: -1.93 1.45 0.72  -0.0039
O: 1.59 -0.70 -0.74  -0.0271
H: 2.06 -0.43 0.05  0.0182
H: 1.79 -0.01 -1.38  0.0427
O: 0.86 -3.23 -1.64  -0.0468
H: 1.63 -3.58 -1.19  0.0116
H: 0.95 -2.28 -1.58  0.0179

The net charge is 0. As for the LUMO energy: -0.64 eV. The HOMO-LUMO gap is 8.1 eV. The HOMO energy is -8.76 eV. The strongest force on any atom is 1.42 eV/A. As for the energy above the lowest of the compared OMol25 structures with the same formula, charge and spin: 297.80 kJ/mol.